{
  "formula": "C38H33B2BrF2LiN7O2",
  "method": "ωB97M-V with the def2-TZVPD basis set",
  "charge": -2,
  "relative_energy_kcal_mol": 0.0,
  "max_force_ev_per_a": 0.7,
  "multiplicity": 1,
  "homo_lumo_gap_ev": 4.075,
  "symbols": ["Li", "C", "C", "C", "C", "N", "N", "B", "N", "N", "C", "C", "C", "C", "C", "C", "C", "C", "C", "C", "N", "N", "C", "C", "C", "C", "C", "C", "C", "C", "C", "C", "C", "C", "C", "C", "C", "C", "H", "H", "H", "H", "H", "H", "H", "H", "H", "H", "H", "H", "H", "H", "H", "H", "H", "H", "H", "H", "H", "H", "H", "H", "H", "H", "H", "H", "Br", "C", "C", "C", "C", "C", "C", "C", "O", "O", "H", "H", "H", "H", "F", "B", "F", "N", "C", "H"],
  "xyz": [[0.08686, -0.05618, 0.06911], [4.47641, 2.14524, 2.49624], [3.55966, 0.98187, 2.30295], [3.55723, -0.22845, 2.95545], [2.49232, -0.95129, 2.37686], [1.90126, -0.22201, 1.43579], [2.55581, 0.96105, 1.40067], [2.14282, 2.10882, 0.45012], [0.70800, 2.58647, 0.85875], [-0.23352, 1.71493, 1.26328], [-1.33258, 2.41472, 1.51099], [-1.10547, 3.77785, 1.25147], [0.20754, 3.83839, 0.82718], [0.99584, 5.02111, 0.37210], [-2.55792, 1.73303, 1.95580], [-3.80569, 2.33720, 1.81908], [-4.96149, 1.66488, 2.18935], [-4.88691, 0.37319, 2.69032], [-3.64650, -0.23670, 2.82886], [-2.49026, 0.43948, 2.47449], [2.24315, 1.69896, -1.01227], [1.65531, 0.54436, -1.47903], [2.04526, 0.38368, -2.74756], [2.93249, 1.44990, -3.09393], [3.02859, 2.23393, -1.97598], [3.84279, 3.47511, -1.79636], [1.57628, -0.68531, -3.58976], [1.92896, -0.73717, -4.92928], [1.79988, -1.87530, -5.72095], [1.54160, -3.09876, -5.02796], [1.17418, -3.13693, -3.72649], [0.78633, -1.84549, -2.99026], [2.05267, -2.31122, 2.74145], [1.02594, -2.95758, 2.05794], [0.61388, -4.22614, 2.44079], [1.23269, -4.87903, 3.49736], [2.25919, -4.24409, 4.18602], [2.65854, -2.97034, 3.81485], [5.20981, 1.90115, 3.26549], [5.00996, 2.39323, 1.57722], [3.93334, 3.03882, 2.80883], [4.24150, -0.54129, 3.72632], [2.88300, 3.03911, 0.63111], [-1.78733, 4.60521, 1.36498], [0.43986, 5.93608, 0.57853], [1.96312, 5.07692, 0.87242], [1.18610, 4.97282, -0.70226], [-3.87014, 3.32967, 1.38801], [-5.92682, 2.13945, 2.05541], [-5.79096, -0.16671, 2.94448], [-3.57479, -1.25822, 3.18142], [-1.52616, -0.04528, 2.55828], [3.45007, 1.60596, -4.02617], [4.44065, 3.64038, -2.69316], [3.21783, 4.35661, -1.63682], [4.51701, 3.39907, -0.94176], [2.38755, 0.14710, -5.36865], [2.11582, -1.87708, -6.75606], [1.72158, -4.04254, -5.53946], [1.04918, -4.07933, -3.20636], [1.00448, -1.94985, -1.92163], [0.50806, -2.46280, 1.24723], [-0.22067, -4.67145, 1.91576], [0.90810, -5.87015, 3.79333], [2.74410, -4.73717, 5.02160], [3.44675, -2.47718, 4.37067], [-7.35235, -3.18266, -0.33116], [-5.81454, -2.05251, -0.49915], [-5.98171, -0.78579, -1.03385], [-4.86480, 0.03025, -1.14320], [-3.62047, -0.41892, -0.72538], [-3.47407, -1.69087, -0.19236], [-4.58644, -2.51918, -0.07850], [-2.11874, -2.18918, 0.31975], [-2.11880, -3.26648, 0.92732], [-1.13495, -1.42979, 0.10194], [-6.95907, -0.44908, -1.35272], [-4.96790, 1.02733, -1.55411], [-2.74835, 0.21506, -0.80017], [-4.45384, -3.50294, 0.34982], [-1.54948, -2.81324, -2.70627], [-0.75451, -1.87821, -3.23981], [-1.36949, -1.12210, -4.16770], [-0.85916, 1.23321, -2.98699], [-0.71337, 1.30913, -1.81977], [-0.30006, 0.86128, -3.75384]],
  "mulliken_charge": [2.00, -1.47, 0.50, -1.11, 0.38, 0.29, 0.06, -1.27, 1.12, -0.53, -0.23, -1.38, 0.98, -1.46, 0.87, -0.76, -0.71, -0.39, -0.52, 0.01, 1.07, 0.10, -0.26, -0.95, 0.33, -1.34, -0.14, -0.10, -1.36, -0.11, -1.33, 1.87, 0.53, 0.14, -0.86, -0.42, -0.66, -0.66, 0.38, 0.21, 0.24, 0.41, -0.25, 0.42, 0.41, 0.23, 0.16, 0.28, 0.36, 0.41, 0.35, 0.44, 0.41, 0.41, 0.12, 0.14, 0.22, 0.36, 0.34, 0.32, -0.46, 0.24, 0.43, 0.37, 0.36, 0.24, -0.28, -0.04, -0.39, -0.82, 0.37, 0.47, -0.62, -0.63, -0.80, -0.46, 0.40, 0.44, 0.16, 0.55, -0.28, 0.40, -0.26, -0.41, 0.12, 0.32]
}

{
  "formula": "C3HBr3N2S",
  "method": "ωB97M-V with the def2-TZVPD basis set",
  "relative_energy_kcal_mol": 0.0,
  "max_force_ev_per_a": 4.5,
  "multiplicity": 1,
  "homo_lumo_gap_ev": 10.135,
  "symbols": ["C", "C", "C", "N", "N", "S", "Br", "Br", "Br", "H"],
  "xyz": [[-0.13392, 0.52950, -0.03060], [1.18464, 1.05837, -0.04432], [2.69476, 0.14652, -0.00583], [-1.00000, 1.48246, -0.04944], [1.25664, 2.32605, 0.04988], [-0.25735, 2.90335, 0.06070], [2.26622, -1.68189, -0.44668], [3.33878, 0.13666, 1.75695], [3.88590, 0.92409, -1.32848], [-0.33204, -0.45530, -0.01507]],
  "nbo_charge": [-0.04, 0.15, -0.40, -0.58, -0.61, 0.88, 0.10, 0.15, 0.13, 0.22]
}

{
  "formula": "C49H35NO17P",
  "method": "ωB97M-V with the def2-TZVPD basis set",
  "charge": 1,
  "relative_energy_kcal_mol": 34.9,
  "max_force_ev_per_a": 11.9,
  "multiplicity": 1,
  "homo_lumo_gap_ev": 5.284,
  "symbols": ["N", "C", "O", "P", "H", "H", "H", "C", "C", "C", "O", "C", "C", "C", "O", "H", "H", "H", "H", "C", "C", "C", "O", "C", "C", "C", "O", "H", "H", "H", "H", "C", "C", "C", "O", "C", "C", "C", "O", "H", "H", "H", "H", "C", "C", "C", "O", "C", "C", "C", "O", "H", "H", "H", "H", "C", "C", "C", "O", "C", "C", "C", "O", "H", "H", "H", "H", "C", "C", "C", "O", "C", "C", "C", "O", "H", "H", "H", "H", "C", "C", "C", "O", "C", "C", "C", "O", "H", "H", "H", "H", "C", "C", "C", "O", "C", "C", "C", "O", "H", "H", "H", "H"],
  "xyz": [[5.90023, 3.61808, -7.70929], [6.06360, 3.12810, -6.49716], [6.85046, 2.70579, -5.29000], [7.53725, 4.14150, -4.51095], [7.49993, 5.24694, -5.47423], [8.94501, 3.94353, -4.13923], [6.72208, 4.52791, -3.35120], [5.50252, 1.77113, -2.61562], [5.07171, 0.57523, -2.20263], [3.77134, 0.42304, -1.52067], [3.37714, -0.67087, -1.14055], [2.96522, 1.64263, -1.31436], [3.39602, 2.83853, -1.72735], [4.69640, 2.99072, -2.40930], [5.09059, 4.08463, -2.78942], [6.45407, 1.90034, -3.11672], [5.65099, -0.32885, -2.34718], [2.01367, 1.51342, -0.81325], [2.81675, 3.74261, -1.58279], [3.93832, -3.64489, -2.28731], [3.18202, -4.43453, -3.05594], [3.57004, -4.75104, -4.44464], [2.87739, -5.47208, -5.14952], [4.82629, -4.16278, -4.95020], [5.58260, -3.37314, -4.18157], [5.19457, -3.05664, -2.79287], [5.88722, -2.33560, -2.08800], [3.66785, -3.40216, -1.26693], [2.25822, -4.87426, -2.69951], [5.09677, -4.40552, -5.97058], [6.50640, -2.93342, -4.53801], [-1.40391, 3.75545, -0.53016], [-2.70551, 3.72326, -0.22829], [-3.41632, 2.44353, -0.03789], [-4.60809, 2.41309, 0.23647], [-2.63314, 1.20152, -0.19232], [-1.33154, 1.23371, -0.49419], [-0.62073, 2.51344, -0.68459], [0.57104, 2.54388, -0.95895], [-0.86758, 4.68548, -0.67386], [-3.29366, 4.62554, -0.11090], [-3.16947, 0.27150, -0.04862], [-0.74339, 0.33143, -0.61158], [-6.76903, 0.48391, 0.39335], [-8.07063, 0.45172, 0.69522], [-8.78144, -0.82801, 0.88562], [-9.97321, -0.85845, 1.15998], [-7.99826, -2.07002, 0.73120], [-6.69666, -2.03783, 0.42932], [-5.98586, -0.75810, 0.23892], [-4.79409, -0.72766, -0.03544], [-6.23270, 1.41394, 0.24965], [-8.65879, 1.35400, 0.81261], [-8.53460, -3.00004, 0.87489], [-6.10851, -2.94011, 0.31193], [-3.57005, -5.40953, -0.04123], [-3.11604, -6.45442, -0.74008], [-3.97339, -7.62501, -1.01190], [-3.55804, -8.58269, -1.64975], [-5.35159, -7.59550, -0.48322], [-5.80560, -6.55060, 0.21564], [-4.94825, -5.38001, 0.48745], [-5.36360, -4.42234, 1.12530], [-2.95412, -4.54336, 0.16767], [-2.10790, -6.49088, -1.13522], [-5.96752, -8.46166, -0.69212], [-6.81375, -6.51415, 0.61077], [-3.23802, 9.66587, 1.94265], [-2.78401, 8.62097, 1.24379], [-3.64136, 7.45039, 0.97198], [-3.22601, 6.49271, 0.33413], [-5.01956, 7.47990, 1.50066], [-5.47357, 8.52480, 2.19951], [-4.61622, 9.69538, 2.47133], [-5.03158, 10.65306, 3.10918], [-2.62209, 10.53204, 2.15154], [-1.77587, 8.58452, 0.84866], [-5.63549, 6.61374, 1.29176], [-6.48172, 8.56125, 2.59464], [0.11940, -4.52855, 3.99525], [-0.28720, -4.99029, 5.18175], [-1.71487, -4.98575, 5.55720], [-2.08770, -5.40633, 6.64376], [-2.67541, -4.45300, 4.57061], [-2.26881, -3.99126, 3.38410], [-0.84114, -3.99581, 3.00866], [-0.46831, -3.57523, 1.92210], [1.16278, -4.52401, 3.70442], [0.40492, -5.38495, 5.91594], [-3.71879, -4.45754, 4.86144], [-2.96093, -3.59661, 2.64991], [5.85555, 0.03213, 1.62736], [6.07601, 1.34847, 1.55687], [6.76324, 2.06952, 2.64637], [6.96367, 3.27467, 2.58359], [7.19860, 1.27975, 3.81536], [6.97813, -0.03659, 3.88585], [6.29090, -0.75764, 2.79635], [6.09047, -1.96279, 2.85914], [5.35230, -0.51191, 0.83741], [5.76346, 1.94167, 0.70585], [7.70184, 1.82379, 4.60531], [7.29068, -0.62979, 4.73688]],
  "mulliken_charge": [-0.29, 0.40, -0.19, 0.22, 0.24, 0.23, 0.35, -0.63, -0.12, 0.09, -0.42, -0.40, -0.57, 1.24, -0.77, 0.04, 0.57, 0.70, 0.46, -0.29, -0.44, 0.32, -0.54, -0.39, -0.35, 0.55, -0.66, 0.43, 0.48, 0.41, 0.43, -0.63, -0.65, 0.18, -0.57, -0.34, -0.60, 0.31, -0.41, 0.46, 0.79, 0.88, 0.56, -0.21, -0.58, 0.29, -0.56, -0.43, -0.08, 0.28, -0.55, 0.68, 0.46, 0.44, 0.31, -0.22, -0.53, 0.29, -0.54, -0.38, -0.36, 0.55, -0.67, 0.49, 0.47, 0.41, 0.43, -0.35, -0.39, 0.37, -0.49, -0.29, -0.37, 0.32, -0.53, 0.40, 0.41, 0.46, 0.41, -0.38, -0.36, 0.34, -0.54, -0.37, -0.31, 0.32, -0.57, 0.43, 0.41, 0.45, 0.56, -0.11, -0.01, 0.14, -0.56, -0.41, -0.40, 0.11, -0.54, 0.50, 0.43, 0.42, 0.43]
}

{
  "formula": "C6H13PS2",
  "method": "ωB97M-V with the def2-TZVPD basis set",
  "relative_energy_kcal_mol": 69.3,
  "max_force_ev_per_a": 5.2,
  "multiplicity": 1,
  "homo_lumo_gap_ev": [6.289, 6.277],
  "symbols": ["C", "C", "C", "C", "C", "C", "P", "S", "S", "H", "H", "H", "H", "H", "H", "H", "H", "H", "H", "H", "H", "H"],
  "xyz": [[-1.54685, -0.85660, -0.57397], [-0.75652, 0.04153, -1.52519], [-1.46680, -0.35563, 0.90729], [0.66824, 0.10453, -1.05656], [-0.01268, -0.41429, 1.39154], [0.77563, 0.46346, 0.44155], [2.51941, 0.55499, 1.05172], [1.54448, -3.23643, -0.75572], [3.23557, 2.27280, 0.04642], [-2.50971, -0.99000, -0.77265], [-1.20414, -1.83781, -0.50059], [-0.76054, -0.33252, -2.46130], [-1.26661, 0.93508, -1.56703], [-1.64676, 0.63741, 1.08865], [-2.01760, -0.97962, 1.46798], [0.97441, -0.99322, -1.38168], [1.26312, 0.68445, -1.61327], [0.02595, -0.10339, 2.34765], [0.44541, -1.33259, 1.32602], [0.28507, 1.40349, 0.37751], [2.20398, 1.23413, 2.24233], [4.57773, 1.91141, 0.18503]],
  "nbo_charge": [-0.38, -0.40, -0.37, -0.36, -0.40, -0.50, 0.47, -0.03, -0.34, 0.20, 0.19, 0.20, 0.20, 0.19, 0.20, 0.18, 0.21, 0.20, 0.20, 0.21, -0.05, 0.16]
}

no.,calculated total energy (hartree)
1,-4832.966130
2,-8344.615150
3,-3562.665441
4,-1373.976512